# 1
The following is a quantum chemistry calculation of a cluster of 10 separate species, C29H85Cl2O36P9 in total in a non-equilibrium geometry, from OMol25.

Each line ends with the Mulliken charge.
CARTESIAN COORDINATES (ANGSTROEM)
1 Cl 13.307 18.488 17.397  -0.081
2 Cl 13.572 14.775 17.336  -0.050
3 P 9.321 14.956 16.062  0.247
4 P 11.078 22.496 16.926  0.736
5 P 12.653 11.247 21.168  0.947
6 P 17.167 20.374 18.058  0.328
7 P 14.517 11.019 11.877  0.644
8 P 16.324 16.496 22.439  0.766
9 P 14.213 18.582 12.157  0.103
10 P 19.043 15.504 12.413  0.743
11 P 9.132 17.701 12.735  0.602
12 O 11.604 11.145 19.966  -0.275
13 O 18.390 19.653 18.480  -0.778
14 O 18.107 15.493 13.747  -0.285
15 O 20.436 16.104 12.968  -0.346
16 O 12.444 21.611 17.122  0.183
17 O 19.210 14.241 11.693  -0.741
18 O 10.465 17.161 11.974  -0.160
19 O 9.949 21.414 17.246  -0.212
20 O 8.907 13.995 17.329  -0.371
21 O 13.799 11.974 12.966  -0.095
22 O 13.176 18.186 10.922  -0.382
23 O 8.338 15.071 14.923  -0.723
24 O 9.735 16.343 16.738  0.382
25 O 16.805 15.181 22.865  -0.722
26 O 17.392 21.977 17.721  -0.243
27 O 14.707 17.493 13.036  0.570
28 O 13.289 19.669 13.013  -0.251
29 O 16.009 20.313 19.137  0.421
30 O 13.675 12.380 20.596  -0.186
31 O 15.268 19.518 11.378  -0.294
32 O 18.371 16.641 11.507  0.252
33 O 14.188 9.608 12.085  -0.746
34 O 13.505 9.885 21.133  -0.328
35 O 15.372 16.441 21.118  -0.149
36 O 10.729 14.305 15.521  0.494
37 O 9.049 19.203 12.050  -0.393
38 O 7.921 16.813 12.585  -0.686
39 O 10.963 22.759 15.351  -0.207
40 O 16.511 19.750 16.675  0.264
41 O 15.451 17.296 23.552  -0.313
42 O 14.285 11.679 10.405  -0.219
43 O 9.645 18.088 14.297  -0.084
44 O 10.942 23.742 17.717  -0.792
45 O 17.464 17.541 22.038  -0.222
46 O 12.034 11.594 22.484  -0.730
47 O 16.051 11.405 12.169  -0.153
48 C 13.822 20.684 13.831  -0.272
49 C 14.992 17.578 20.357  0.135
50 C 18.703 17.207 21.289  -0.585
51 C 13.437 13.724 20.873  -0.251
52 C 16.637 19.395 11.607  -0.509
53 C 16.862 14.792 13.777  -0.679
54 C 21.250 15.308 13.853  -0.692
55 C 8.716 17.209 17.339  -0.804
56 C 13.435 21.838 18.180  -0.962
57 C 14.450 10.875 9.218  -0.789
58 C 9.914 20.647 18.440  -0.744
59 C 12.811 8.639 21.184  -0.676
60 C 11.268 16.057 12.393  0.070
61 C 18.958 16.860 10.243  -0.983
62 C 18.519 22.637 18.292  -0.859
63 C 10.419 19.227 14.529  -0.359
64 C 13.509 16.006 16.029  1.983
65 C 14.284 17.236 16.474  -0.247
66 C 9.787 23.490 14.889  -0.960
67 C 12.130 10.816 18.699  -0.339
68 C 13.817 13.376 12.832  -0.567
69 C 16.053 21.069 20.319  -0.799
70 C 15.921 17.546 24.837  -0.791
71 C 13.687 17.348 9.820  -0.705
72 C 9.608 14.008 18.511  -0.365
73 C 8.114 20.127 12.506  -0.644
74 C 10.791 13.022 14.906  -0.489
75 C 17.415 19.455 15.611  -0.723
76 C 16.828 10.906 13.282  -0.605
77 H 21.972 14.724 13.283  0.266
78 H 9.939 12.990 18.713  0.133
79 H 8.840 18.225 16.964  -0.064
80 H 13.215 10.880 18.616  0.403
81 H 10.681 19.893 18.620  0.184
82 H 13.847 14.178 21.775  0.197
83 H 11.355 18.899 14.982  -0.002
84 H 13.140 8.064 22.049  0.275
85 H 11.517 12.473 15.506  0.084
86 H 13.576 20.574 14.887  -0.053
87 H 11.106 15.808 13.442  -0.270
88 H 14.332 9.809 9.410  0.348
89 H 11.765 9.800 18.549  0.311
90 H 9.012 17.248 18.387  0.292
91 H 13.211 22.703 18.805  0.496
92 H 16.268 20.436 21.180  0.243
93 H 13.140 16.414 9.691  0.286
94 H 19.645 16.080 9.916  0.388
95 H 11.093 15.126 11.854  0.375
96 H 15.007 16.916 17.225  0.598
97 H 11.280 13.235 13.956  -0.137
98 H 13.436 21.656 13.522  0.286
99 H 18.488 16.349 20.653  0.312
100 H 19.025 22.217 19.162  0.381
101 H 15.377 11.182 8.735  0.278
102 H 13.636 17.831 8.845  0.281
103 H 18.231 23.657 18.547  0.246
104 H 14.420 13.766 12.012  0.564
105 H 17.310 11.735 13.800  0.144
106 H 16.911 20.345 12.065  0.325
107 H 7.324 19.746 13.153  0.315
108 H 17.301 19.300 10.748  0.286
109 H 11.716 11.432 17.901  -0.159
110 H 8.966 14.437 19.280  0.346
111 H 14.711 17.032 10.018  0.218
112 H 12.373 13.901 20.717  0.287
113 H 18.211 16.913 9.451  0.275
114 H 20.628 14.708 14.519  0.284
115 H 14.054 15.600 15.176  -0.881
116 H 16.780 13.986 14.506  0.361
117 H 17.629 10.257 12.928  0.281
118 H 15.269 17.060 25.563  0.280
119 H 14.781 17.878 15.747  -0.757
120 H 16.937 18.528 12.196  0.100
121 H 8.983 22.769 14.740  0.312
122 H 17.153 18.639 14.937  0.053
123 H 11.739 8.794 21.307  0.335
124 H 16.384 14.387 12.885  0.533
125 H 9.992 19.899 15.273  0.101
126 H 9.883 12.418 14.880  0.507
127 H 7.732 16.752 17.231  0.544
128 H 14.432 21.975 17.762  0.304
129 H 12.782 13.603 12.575  0.229
130 H 18.997 18.063 20.682  0.165
131 H 12.454 16.237 15.884  -0.542
132 H 19.234 22.579 17.472  0.307
133 H 19.371 17.868 10.226  0.335
134 H 8.750 20.865 12.993  0.153
135 H 14.907 20.634 13.741  0.131
136 H 15.412 17.592 19.351  -0.192
137 H 16.067 18.602 25.066  0.278
138 H 10.474 14.661 18.402  0.084
139 H 15.244 21.747 20.591  0.256
140 H 13.515 20.934 18.784  0.244
141 H 13.660 11.154 8.521  0.234
142 H 13.916 17.514 20.200  0.347
143 H 16.117 15.424 14.259  0.006
144 H 8.910 20.266 18.625  0.337
145 H 16.861 21.801 20.330  0.275
146 H 19.505 16.934 21.975  0.275
147 H 17.333 20.343 14.985  0.279
148 H 7.573 20.643 11.713  0.320
149 H 12.331 16.290 12.458  0.028
150 H 13.020 8.060 20.284  0.245
151 H 15.292 18.516 20.824  0.022
152 H 18.418 19.341 16.022  0.507
153 H 21.796 15.865 14.615  0.272
154 H 9.825 24.181 14.048  0.308
155 H 10.580 19.770 13.598  0.497
156 H 10.111 21.391 19.211  0.378
157 H 13.876 14.251 20.026  -0.102
158 H 14.127 13.763 13.803  -0.079
159 H 16.912 17.124 25.004  0.337
160 H 16.223 10.312 13.968  0.334
161 H 9.339 24.000 15.742  0.387

The calculated total energy is -213822.25889 eV. As for the SMILES: COP(=O)(OC)OC.COP(=O)(OC)OC.COP(=O)(OC)OC.COP(=O)(OC)OC.COP(=O)(OC)OC.COP(=O)(OC)OC.COP(=O)(OC)OC.COP(=O)(OC)OC.COP(=O)(OC)OC.ClCCCl. Its net charge is 0. Its energy above the lowest of the compared OMol25 structures with the same formula, charge and spin is 96.2 kJ/mol. The calculation puts the highest occupied orbital energy at -10.02 eV. Its spin multiplicity is 1. The calculation puts the frontier orbital gap at 10.195 eV. Its molar mass is 1359.63 g mol⁻¹.

---

# 2
The following is a quantum chemistry calculation of a cluster of 15 separate species, C29H88O15 in total in a non-equilibrium geometry, from OMol25.

Each line ends with the Löwdin spin population.
CARTESIAN COORDINATES (ANGSTROEM)
1 O 6.739 -0.778 -10.615  0.000
2 O 9.280 -0.523 -10.101  0.000
3 O 8.873 -8.991 -17.122  0.000
4 O 13.441 0.840 -15.496  0.000
5 O 7.415 -1.803 -19.148  0.000
6 O 6.649 -3.512 -11.000  0.000
7 O 5.924 -5.097 -15.441  0.673
8 O 12.412 -3.451 -12.137  0.000
9 O 5.194 0.546 -15.245  0.001
10 O 8.900 -7.708 -9.521  0.000
11 O 11.719 -0.868 -11.592  0.000
12 O 12.974 -4.591 -14.553  0.000
13 O 11.403 -4.420 -19.038  0.000
14 O 7.854 -4.589 -13.349  0.001
15 O 10.365 3.809 -13.042  0.000
16 C 9.463 1.490 -13.113  0.000
17 C 9.130 -8.573 -15.825  0.001
18 C 4.270 -5.259 -13.657  0.103
19 C 5.871 0.218 -10.128  0.000
20 C 8.742 -2.335 -13.429  0.000
21 C 8.426 0.284 -18.661  0.000
22 C 13.051 -5.908 -14.252  0.000
23 C 5.127 -1.770 -14.694  0.004
24 C 9.058 -3.842 -13.325  0.000
25 C 12.837 -0.323 -14.955  0.000
26 C 10.120 -4.476 -18.427  0.000
27 C 12.930 -0.266 -11.171  0.000
28 C 9.587 -1.035 -8.861  0.000
29 C 7.564 -0.851 -18.084  0.000
30 C 9.572 -2.571 -8.969  0.000
31 C 10.224 2.626 -13.841  0.000
32 C 10.093 -7.016 -11.461  0.000
33 C 12.708 1.207 -11.081  0.000
34 C 13.123 -3.823 -9.948  0.000
35 C 11.674 -0.680 -15.762  0.000
36 C 13.539 -3.803 -11.385  0.000
37 C 5.184 -5.979 -14.649  0.130
38 C 9.989 -3.430 -17.391  0.000
39 C 6.027 -4.292 -9.985  0.000
40 C 11.998 -6.716 -14.977  0.000
41 C 6.179 1.597 -10.728  0.000
42 C 5.588 -0.345 -14.254  0.002
43 C 8.238 -7.375 -15.626  0.004
44 C 9.448 -6.594 -10.157  0.000
45 H 9.906 -5.463 -18.016  0.000
46 H 13.016 -6.112 -13.182  0.000
47 H 10.348 -2.464 -17.744  0.000
48 H 3.584 -5.942 -13.156  0.008
49 H 4.663 -6.631 -15.350  0.000
50 H 8.684 -5.822 -10.248  0.000
51 H 5.443 -2.523 -13.972  0.001
52 H 11.894 -1.811 -11.547  0.000
53 H 7.341 -4.466 -12.546  0.000
54 H 4.776 -4.667 -12.894  0.000
55 H 13.922 -4.054 -9.244  0.000
56 H 11.058 4.407 -13.332  0.000
57 H 6.950 -2.486 -18.659  0.000
58 H 14.052 -6.117 -14.629  0.000
59 H 5.923 0.215 -9.039  0.000
60 H 9.574 -9.584 -17.401  0.000
61 H 9.597 -4.133 -12.423  0.000
62 H 6.630 -0.430 -17.712  0.000
63 H 3.605 -4.593 -14.208  0.004
64 H 11.980 -7.761 -14.667  0.000
65 H 5.267 1.442 -14.908  0.000
66 H 9.717 2.892 -14.769  0.000
67 H 12.698 -0.032 -13.914  0.000
68 H 7.197 -7.599 -15.855  0.000
69 H 12.418 -4.629 -9.743  0.000
70 H 8.803 0.932 -17.870  0.000
71 H 6.091 -5.349 -10.243  0.000
72 H 9.919 -2.999 -8.029  0.000
73 H 7.825 0.929 -19.303  0.000
74 H 13.602 -1.094 -15.046  0.000
75 H 12.538 -3.672 -13.063  0.000
76 H 7.176 1.822 -10.347  0.000
77 H 9.520 0.596 -13.735  0.000
78 H 4.836 -0.042 -10.351  0.000
79 H 6.486 -2.584 -10.819  0.000
80 H 9.712 -1.838 -13.419  0.000
81 H 10.902 0.080 -15.644  0.000
82 H 8.415 1.728 -12.936  0.000
83 H 10.222 -2.930 -9.768  0.000
84 H 9.011 -9.408 -15.134  0.001
85 H 11.805 1.400 -10.503  0.000
86 H 12.626 -2.881 -9.717  0.000
87 H 10.893 -7.739 -11.303  0.000
88 H 8.316 -2.099 -14.405  0.000
89 H 13.112 -0.769 -10.221  0.000
90 H 13.605 1.727 -10.742  0.000
91 H 11.221 2.312 -14.148  0.000
92 H 9.970 1.361 -12.156  0.000
93 H 9.332 -0.077 -19.146  0.000
94 H 6.345 1.486 -11.799  0.000
95 H 12.385 1.608 -12.042  0.000
96 H 7.616 -0.514 -10.327  0.000
97 H 8.303 -6.944 -14.626  0.000
98 H 8.938 -3.362 -17.110  0.000
99 H 6.659 -0.234 -14.090  0.000
100 H 13.816 -4.822 -11.654  0.000
101 H 14.179 0.998 -14.903  0.000
102 H 6.514 -4.078 -9.034  0.000
103 H 13.779 -0.520 -11.805  0.000
104 H 12.280 -6.673 -16.029  0.000
105 H 9.790 -4.207 -14.045  0.000
106 H 4.041 -1.848 -14.746  0.000
107 H 11.219 -1.546 -15.282  0.000
108 H 8.150 -1.990 -12.582  0.000
109 H 14.266 -2.991 -11.406  0.000
110 H 9.977 -0.846 -10.677  0.000
111 H 10.494 -3.699 -16.463  0.000
112 H 11.020 -6.263 -14.813  0.000
113 H 8.580 -6.585 -16.295  0.002
114 H 8.426 -7.400 -8.745  0.000
115 H 5.462 2.370 -10.449  0.000
116 H 5.582 -2.189 -15.591  0.001
117 H 11.860 -0.799 -16.830  0.000
118 H 10.611 -6.207 -11.977  0.000
119 H 13.093 -4.448 -15.494  0.000
120 H 9.370 -4.363 -19.210  0.000
121 H 5.818 -6.668 -14.090  0.057
122 H 10.184 -6.112 -9.513  0.000
123 H 8.840 -0.637 -8.173  0.000
124 H 8.091 -1.261 -17.223  0.000
125 H 6.529 -4.743 -14.785  0.006
126 H 8.545 -2.898 -9.128  0.000
127 H 9.324 -7.378 -12.142  0.000
128 H 10.599 -0.702 -8.632  0.000
129 H 4.970 -4.052 -9.871  0.000
130 H 5.108 -0.020 -13.331  0.000
131 H 11.494 -5.019 -19.782  0.000
132 H 10.162 -8.238 -15.726  0.000

The calculated total energy is -62198.97461 eV. Its net charge is +1. The calculation puts the highest occupied orbital energy (spin up / spin down) at -11.62 / -11.62 eV. Its spin multiplicity is 2. As for the expectation value of S²: 0.7544. The calculation puts the frontier orbital gap (spin up / spin down) at 9.406 / 2.533 eV. Its molar mass is 677.01 g mol⁻¹.

---

Q: Which formula does entry 2 have?
A: C29H88O15